(1)
C12H21N5O3 in the gas phase, computed with wB97M-V/def2-TZVPD.

Output
Structure (SMILES): NCCCC[C@H](NC(=O)[C@@H](N)Cc1c[nH]cn1)C(=O)O
LUMO level, eV: 0.66
Total charge: 0
Spin multiplicity: 1

Last column: Löwdin charge in e.
Cartesian coordinates (Å):
N -4.183 -0.762 1.351  0.009
C -4.597 -1.252 0.054  -0.311
C -3.568 -0.833 -0.967  -0.242
C -2.210 -1.406 -0.795  -0.218
C -1.276 -0.895 0.260  -0.147
C -0.722 0.490 0.079  -0.272
N 0.321 0.696 1.038  0.146
C 1.465 1.408 0.856  -0.427
O 2.113 1.832 1.809  0.055
C 2.020 1.659 -0.529  -0.360
N 3.077 2.617 -0.504  0.057
C 2.453 0.410 -1.282  -0.109
C 3.308 -0.525 -0.494  -0.251
C 4.674 -0.488 -0.221  -0.072
N 4.968 -1.523 0.631  0.035
C 3.802 -2.194 0.850  -0.226
N 2.784 -1.646 0.257  0.099
C -1.720 1.552 0.288  -0.521
O -2.315 1.786 1.316  0.105
O -1.997 2.289 -0.776  0.123
H -4.853 -0.953 2.109  0.085
H -4.022 0.241 1.308  0.054
H -4.624 -2.354 -0.004  0.111
H -5.599 -0.953 -0.350  0.111
H -3.583 0.303 -1.093  0.127
H -3.984 -1.186 -1.939  0.120
H -2.289 -2.510 -0.664  0.129
H -1.733 -1.349 -1.801  0.125
H -1.812 -0.896 1.252  0.128
H -0.444 -1.605 0.326  0.123
H -0.367 0.720 -0.920  0.140
H 0.074 0.503 1.988  0.157
H 1.211 2.127 -1.162  0.157
H 3.713 2.318 0.236  0.079
H 2.670 3.503 -0.261  0.078
H 2.966 0.780 -2.185  0.128
H 1.589 -0.249 -1.478  0.114
H 5.473 0.133 -0.689  0.130
H 5.887 -1.764 1.020  0.158
H 3.765 -3.097 1.456  0.118
H -2.436 3.072 -0.368  0.154

(2)
C12H21N5O3 in the gas phase, computed with wB97M-V/def2-TZVPD.

Output
Structure (SMILES): NCCCC[C@H](NC(=O)[C@@H](N)Cc1c[nH]cn1)C(=O)O
LUMO level, eV: 0.63
Total charge: 0
Spin multiplicity: 1

Last column: Löwdin charge in e.
Cartesian coordinates (Å):
N 3.608 1.303 -0.852  0.005
C 4.444 0.123 -0.754  -0.321
C 3.816 -1.126 -1.346  -0.205
C 2.296 -1.257 -1.044  -0.189
C 2.011 -1.300 0.473  -0.135
C 0.716 -0.546 0.836  -0.230
N 0.800 0.818 0.366  0.098
C -0.223 1.708 0.210  -0.443
O 0.024 2.885 -0.019  0.047
C -1.652 1.226 0.476  -0.321
N -2.440 2.374 0.877  0.070
C -2.178 0.678 -0.852  -0.098
C -3.449 -0.065 -0.682  -0.350
C -4.583 0.356 -0.065  -0.050
N -5.488 -0.653 -0.319  0.041
C -4.824 -1.670 -0.930  -0.196
N -3.580 -1.307 -1.167  0.092
C 0.443 -0.605 2.360  -0.443
O 0.086 0.328 3.060  0.102
O 0.310 -1.904 2.748  0.091
H 4.099 2.085 -0.528  0.053
H 3.462 1.518 -1.868  0.112
H 5.463 0.271 -1.129  0.103
H 4.598 -0.088 0.368  0.118
H 3.999 -1.130 -2.435  0.106
H 4.343 -2.062 -0.991  0.127
H 1.709 -0.493 -1.578  0.108
H 1.968 -2.191 -1.418  0.090
H 2.892 -0.879 1.060  0.130
H 1.957 -2.294 0.773  0.089
H -0.138 -1.074 0.318  0.176
H 1.736 1.316 0.455  0.158
H -1.700 0.436 1.252  0.144
H -2.146 2.660 1.781  0.071
H -2.098 3.113 0.244  0.087
H -1.468 0.002 -1.329  0.113
H -2.346 1.507 -1.545  0.132
H -4.830 1.173 0.605  0.112
H -6.433 -0.658 0.018  0.139
H -5.245 -2.672 -1.125  0.122
H 0.041 -1.906 3.699  0.144

Which is most stable? The ranking, best first, is (2), (1).

(1)
2 unconnected molecules or ions with the total composition C3H9N2S, computed with wB97M-V/def2-TZVPD.

Output
LUMO level, eV: -4.91
Total charge: +1
Spin multiplicity: 1

Last column: Löwdin charge in e.
Cartesian coordinates (Å):
C 1.089 -0.478 -0.124  -0.837
C -1.271 -0.419 0.778  -0.057
C -0.350 -0.144 -0.339  -0.092
N 1.433 -1.749 -0.334  0.120
N -0.294 1.925 -0.343  0.164
S 2.202 0.627 0.387  0.783
H -2.271 -0.035 0.595  0.100
H -0.875 -0.049 1.723  0.108
H -1.360 -1.505 0.884  0.115
H -0.719 -0.268 -1.350  0.140
H 0.799 -2.459 -0.668  0.130
H 2.398 -2.017 -0.199  0.121
H 0.697 2.070 -0.095  -0.019
H -0.943 2.254 0.361  0.109
H -0.536 2.246 -1.276  0.114

(2)
2 unconnected molecules or ions with the total composition C3H9N2S, computed with wB97M-V/def2-TZVPD.

Output
LUMO level, eV: -4.24
Total charge: +1
Spin multiplicity: 1

Last column: Löwdin charge in e.
Cartesian coordinates (Å):
C 1.343 0.048 -0.189  -0.178
C 2.524 -0.490 0.751  -0.375
C 0.283 -0.757 1.777  -0.318
N -2.116 1.061 -0.643  0.031
N 0.150 -0.180 0.564  -0.043
S 1.863 -1.346 2.204  1.027
H 1.427 1.059 -0.541  0.120
H 1.324 -0.568 -1.147  0.147
H 3.060 -1.145 0.085  0.075
H 3.191 0.265 1.153  0.078
H -0.557 -0.852 2.520  0.127
H -2.501 0.265 -1.124  0.049
H -2.822 1.641 -0.236  0.044
H -0.792 0.368 0.281  0.129
H -1.789 1.664 -1.447  0.087

Which is most stable? The ranking, best first, is (2), (1).

(1)
CH5ISi in the gas phase, computed with wB97M-V/def2-TZVPD.

Output
Structure (SMILES): C[SiH2]I
LUMO level, eV: -0.81
Total charge: 0
Spin multiplicity: 1

Last column: Löwdin charge in e.
Cartesian coordinates (Å):
C 0.845 0.737 0.000  -0.279
Si -0.248 -0.793 -0.005  0.565
I -3.211 0.033 -0.033  -0.109
H 0.908 1.246 -1.015  0.066
H 0.423 1.446 0.580  -0.026
H 1.816 0.658 0.330  -0.006
H 0.040 -1.636 1.189  -0.077
H -0.572 -1.691 -1.046  -0.133

(2)
CH5ISi in the gas phase, computed with wB97M-V/def2-TZVPD.

Output
Structure (SMILES): [SiH3]CI
LUMO level, eV: 0.40
Total charge: 0
Spin multiplicity: 1

Last column: Löwdin charge in e.
Cartesian coordinates (Å):
Si -0.363 0.167 -0.907  0.535
C 0.469 -0.005 0.854  -0.929
I -0.203 -1.676 1.979  0.648
H -0.906 1.539 -1.036  -0.088
H -1.517 -0.797 -1.363  -0.059
H 0.808 -0.092 -1.701  -0.103
H 1.630 -0.029 0.799  0.026
H 0.082 0.892 1.375  -0.030

Which is most stable? The ranking, best first, is (1), (2).

(1)
2 unconnected molecules or ions with the total composition C3H2O4, computed with wB97M-V/def2-TZVPD.

Output
Structure (SMILES): O=C=CO.O=C=O
LUMO level, eV: 0.07
Total charge: 0
Spin multiplicity: 1

Last column: Löwdin charge in e.
Cartesian coordinates (Å):
O 0.737 1.576 0.314  0.154
C -0.244 0.930 0.269  -0.188
C -1.342 0.257 0.305  -0.224
O -2.369 -0.009 -0.527  0.012
H -1.343 -0.388 1.097  0.104
H -2.280 0.614 -1.304  0.139
O 3.197 -0.880 -0.732  0.214
C 2.273 -0.989 -0.044  -0.435
O 1.371 -1.111 0.622  0.223

(2)
C3H2O4 in the gas phase, computed with wB97M-V/def2-TZVPD.

Output
Structure (SMILES): O=C1COC(=O)O1
LUMO level, eV: 0.44
Total charge: 0
Spin multiplicity: 1

Last column: Löwdin charge in e.
Cartesian coordinates (Å):
O 1.184 1.922 0.116  0.197
C 0.477 0.994 -0.027  -0.468
C 0.425 -0.269 0.735  -0.102
O -0.330 -1.160 0.073  0.113
C -0.992 -0.470 -0.852  -0.461
O -1.907 -0.924 -1.491  0.185
O -0.446 0.826 -0.974  0.209
H 1.440 -0.723 0.641  0.172
H 0.149 -0.196 1.777  0.156

Which is most stable? The ranking, best first, is (2), (1).